Entry 1:
Molecular formula: C31H44CoN2O4P2S
Method: DFT, ωB97M-V/def2-TZVPD

Last column: Mulliken charge in e.
Atoms and positions in Å:
C (4.81, -0.72, 0.65)  1.86
H (-1.31, 6.14, -2.27)  0.42
C (-4.39, 1.78, -1.22)  -0.36
C (4.28, 0.92, -4.02)  -1.83
H (3.59, -1.23, 2.34)  0.12
C (-0.32, 3.27, 3.66)  -0.51
H (-7.28, 0.52, 0.01)  0.40
H (-2.86, 3.78, 1.46)  0.57
H (5.23, 2.00, -1.70)  0.30
H (-6.44, 1.92, -1.84)  0.43
C (-1.30, 2.35, -2.96)  -0.49
C (2.19, 2.14, -3.36)  -1.64
H (4.98, -0.21, 2.74)  0.38
C (-1.49, 4.19, -1.42)  -0.20
H (2.39, -3.42, 2.73)  0.42
O (1.71, 1.53, -0.25)  -0.77
C (4.64, -1.04, 2.12)  -1.44
H (-1.97, 4.64, 3.60)  0.44
C (-0.21, 1.77, 1.87)  -0.38
H (-1.27, 1.28, -3.15)  0.50
H (6.26, 0.86, 0.89)  0.37
H (4.68, -1.71, -1.28)  0.28
H (-1.01, -5.69, -1.47)  0.34
H (0.70, -5.17, 3.43)  0.34
C (0.46, -4.11, -1.46)  -0.64
H (-3.30, 0.06, 1.50)  0.24
C (-1.31, 5.07, -2.47)  -0.68
C (-5.75, 1.51, -1.11)  -0.73
H (2.43, 2.93, -4.07)  0.54
H (1.15, -2.18, 2.87)  0.18
C (-1.15, 4.60, -3.76)  -0.56
H (1.39, -4.24, 0.80)  0.29
H (-1.07, -2.66, -1.06)  0.25
H (1.62, 2.57, -2.53)  0.22
H (0.63, -6.22, -1.84)  0.39
H (-0.53, -3.89, 3.57)  0.27
C (6.16, -0.09, 0.36)  -1.78
C (-1.29, 2.32, 1.22)  0.73
H (6.28, 0.09, -0.71)  0.31
H (4.59, 1.72, -4.69)  0.40
Co (0.19, 0.22, 0.33)  0.68
C (4.59, -1.95, -0.22)  -1.36
C (-0.03, -2.84, 0.62)  0.04
H (-5.71, -0.41, 1.68)  0.43
H (5.22, -1.93, 2.38)  0.40
H (1.22, 1.76, 3.48)  0.55
H (0.06, 3.67, 4.60)  0.43
H (-1.02, 5.30, -4.58)  0.39
C (-1.15, 3.24, -4.01)  -0.69
C (-3.51, 1.26, -0.28)  0.78
H (0.18, -5.85, -0.18)  0.28
H (-4.02, 2.40, -2.03)  0.40
O (3.11, 0.31, -2.07)  -0.38
H (-1.60, 4.57, -0.41)  0.33
H (3.68, 0.21, -4.58)  0.37
H (0.30, -3.83, -2.50)  0.53
O (3.83, 0.34, 0.36)  -0.06
O (1.68, -0.90, -0.38)  -0.34
H (6.96, -0.76, 0.69)  0.45
C (4.30, 2.46, -2.03)  -1.41
C (0.04, -5.55, -1.22)  -1.16
C (-3.99, 0.46, 0.76)  -0.48
H (1.53, -3.95, -1.27)  0.17
H (1.58, 1.40, -3.87)  0.38
H (0.87, -3.91, 4.66)  0.43
C (-1.96, 3.36, 1.89)  -0.31
N (0.92, -3.48, 1.27)  0.15
S (-0.99, -1.61, 1.37)  -0.47
P (2.58, 0.33, -0.59)  0.50
H (3.74, 2.80, -1.16)  0.27
H (-1.01, 2.86, -5.02)  0.45
C (0.54, -4.11, 3.63)  -1.29
P (-1.73, 1.57, -0.38)  0.90
H (4.56, 3.33, -2.63)  0.50
H (5.34, -2.69, 0.03)  0.57
H (3.60, -2.38, -0.03)  0.05
C (1.31, -3.24, 2.66)  -0.51
C (0.34, 2.21, 3.05)  -0.63
C (-6.22, 0.72, -0.07)  -0.51
C (-1.46, 3.83, 3.09)  -0.93
C (-1.48, 2.82, -1.66)  0.53
H (5.17, 0.42, -3.65)  0.41
N (-0.29, -3.15, -0.65)  0.13
C (-5.34, 0.20, 0.86)  -0.79
C (3.48, 1.50, -2.87)  1.86

For the gap between HOMO and LUMO (alpha / beta), the calculation gives 9.1 / 7.1 eV. The total energy is -111069.8275 eV. As for the expectation value of S²: 6.017. As for the multiplicity: 5. Its total charge is +1. Its lowest unoccupied orbital energy (alpha / beta) is -1.79 / -4.28 eV. Its energy relative to the best compared isomer or geometry (same formula, charge and spin) is 0.00 kJ/mol.

Entry 2:
Molecular formula: C3H12N3
Method: DFT, ωB97M-V/def2-TZVPD

Last column: Mulliken charge in e.
Atoms and positions in Å:
H (1.81, 0.28, 0.70)  0.47
H (-1.59, 0.27, -1.39)  0.46
H (-0.77, 0.48, 3.08)  0.34
H (-2.70, 0.12, 0.52)  0.04
H (-0.34, -0.94, 2.29)  0.19
N (-0.59, 0.75, 1.03)  -0.48
C (0.13, -1.32, -0.21)  -0.44
H (-0.57, 1.82, -1.26)  0.35
C (1.38, 0.74, -0.09)  -1.06
H (1.60, 1.75, -0.09)  0.35
N (-0.01, 0.22, -0.16)  0.43
N (-0.37, 0.12, 2.12)  -0.34
H (0.03, 0.49, -2.32)  0.35
H (1.88, 0.33, -1.00)  0.47
H (1.14, -1.66, -0.50)  0.31
C (-0.57, 0.72, -1.42)  -0.93
H (-0.12, -1.72, 0.80)  0.15
H (-0.53, -1.67, -1.09)  0.33

For the gap between HOMO and LUMO (alpha / beta), the calculation gives 8.6 / 10.0 eV. The total energy is -7762.3011 eV. As for the multiplicity: 1. Its total charge is +1. Its lowest unoccupied orbital energy (alpha / beta) is -4.29 / -4.18 eV. Its energy relative to the best compared isomer or geometry (same formula, charge and spin) is 803.66 kJ/mol.

Entry 3:
Molecular formula: C3H8N2O
Method: DFT, ωB97M-V/def2-TZVPD

Last column: Mulliken charge in e.
Atoms and positions in Å:
N (0.16, 1.34, 0.40)  -0.45
C (-0.73, 2.23, -0.06)  0.01
H (-0.76, 2.56, -1.11)  0.33
N (-1.67, 2.80, 0.61)  -0.71
H (-0.84, -2.30, -1.02)  0.27
O (1.47, -1.06, -0.40)  -0.49
C (1.01, -2.08, 0.05)  0.09
H (1.43, -2.44, 0.99)  0.36
H (-0.54, -3.33, 0.36)  0.29
H (0.62, 0.86, -0.35)  0.29
H (0.28, -3.81, -1.06)  0.29
H (-2.61, 2.81, 0.27)  0.22
C (-0.10, -2.92, -0.55)  -0.82
H (0.01, 1.25, 1.40)  0.32

For the gap between HOMO and LUMO, the calculation gives 8.9 eV. The total energy is -8266.5204 eV. As for the multiplicity: 1. Its total charge is 0. Its lowest unoccupied orbital energy is 0.79 eV. Its energy relative to the best compared isomer or geometry (same formula, charge and spin) is 270.71 kJ/mol. The SMILES is [H]/N=C/N.CC=O.

Entry 4:
Molecular formula: CH2O3S
Method: DFT, ωB97M-V/def2-TZVPD

Last column: Mulliken charge in e.
Atoms and positions in Å:
O (-0.96, 1.80, -0.34)  -0.33
H (-1.03, -1.19, -0.11)  0.36
H (1.12, 0.82, -0.67)  0.34
C (-0.62, 0.64, -0.01)  0.83
S (-2.49, 2.63, -0.43)  -0.37
O (0.70, 0.21, -0.10)  -0.43
O (-1.47, -0.34, 0.18)  -0.40

For the gap between HOMO and LUMO, the calculation gives 7.6 eV. The total energy is -18044.7581 eV. As for the multiplicity: 1. Its total charge is 0. Its lowest unoccupied orbital energy is -0.30 eV. Its energy relative to the best compared isomer or geometry (same formula, charge and spin) is 105.66 kJ/mol.